[1]
Entry from the Open Molecules 2025 dataset: a 3-piece molecular cluster, CH7NO4 overall in a non-equilibrium geometry (ωB97M-V with the def2-TZVPD basis set).

Output
E_HOMO	-10.358	eV
structure (SMILES)	NC(=O)O.O.O
frontier orbital gap	10.515	eV

Structure (XYZ):
```
13
Properties=species:S:1:pos:R:3:forces:R:3:mulliken_charge:R:1
N -0.1309 -2.7460 -0.0084 0.683 0.694 -0.529 -0.444
C 0.4186 -1.8488 -0.9274 -0.357 -0.024 0.329 0.635
O 0.3597 -0.5560 -0.5675 0.165 0.420 0.208 -0.449
O 0.8811 -2.1728 -1.9807 0.185 -0.274 -0.297 -0.541
H -0.3176 -3.6186 -0.4691 -0.279 -0.234 0.225 0.245
H -0.8510 -2.3330 0.5530 -0.364 -0.312 0.106 0.211
H 0.2833 -0.4155 0.3921 -0.019 -0.351 0.001 0.361
H 1.1909 -0.5887 2.9023 -0.036 0.109 -0.186 0.316
H 0.0175 -1.5389 2.7504 0.086 0.195 -0.184 0.325
O 0.4002 -0.7357 2.3686 -0.065 -0.222 0.330 -0.659
H -1.0024 6.1341 -0.2688 -0.098 0.141 0.017 0.322
H -1.5554 6.6534 1.0516 -0.022 0.056 -0.087 0.319
O -1.5290 6.8498 0.1084 0.119 -0.198 0.068 -0.641
```
Positions in Å, forces in eV/Å.

[2]
Entry from the Open Molecules 2025 dataset: C25H28NO as an isolated structure in a non-equilibrium geometry (ωB97M-V with the def2-TZVPD basis set).

Output
net charge	+1
E_HOMO	-11.518	eV
frontier orbital gap	8.341	eV

Structure (XYZ):
```
55
Properties=species:S:1:pos:R:3:forces:R:3:mulliken_charge:R:1
C -2.5917 3.7983 3.3269 0.104 -0.141 0.317 -0.819
O -1.5619 2.8833 3.7413 0.814 0.447 -0.431 -0.398
C -0.4022 2.7642 3.0412 -0.690 -0.739 -0.978 0.739
C 0.4619 1.7430 3.5115 -0.536 0.205 -0.103 -0.976
C 1.5313 1.3258 2.7594 1.025 1.129 -0.391 -0.410
C 1.8406 2.0052 1.5490 -0.067 0.378 0.057 0.668
C 3.0461 1.6361 0.7759 1.099 -0.507 1.005 -0.009
C 2.9587 1.3822 -0.6629 -0.407 -1.209 -0.497 0.257
C 4.0734 0.7917 -1.3028 -0.222 1.073 -0.148 -0.975
C 4.0779 0.7204 -2.6896 0.277 0.006 0.515 -0.656
C 2.9860 1.1360 -3.4489 -0.180 -0.209 0.337 0.967
C 3.0976 1.1376 -4.9315 0.107 0.011 -0.590 -1.510
C 1.8057 1.4666 -2.7876 -0.023 -0.076 0.132 -0.912
C 1.7509 1.4898 -1.3969 0.570 1.118 0.098 -0.441
C 1.0239 3.0659 1.1046 0.435 0.021 0.826 -0.524
C -0.1195 3.4238 1.8144 -0.429 -0.118 0.607 -1.015
H -3.2442 3.8028 4.2021 -0.084 0.239 -0.330 0.263
H -2.2135 4.8112 3.1304 0.016 -0.300 0.115 0.327
H -3.1449 3.4256 2.4543 0.271 -0.007 0.152 0.337
H 0.2130 1.2528 4.4467 -0.002 0.105 -0.068 0.458
H 2.2846 0.6429 3.1717 -0.628 -0.082 -0.305 0.625
H 3.7080 0.9596 1.2978 -0.310 -0.535 0.067 0.716
H 4.9512 0.5236 -0.7012 -0.296 0.111 -0.363 0.469
H 4.9714 0.4107 -3.2080 0.132 -0.227 -0.028 0.421
H 2.3060 1.7080 -5.4127 -0.030 0.065 0.059 0.378
H 4.0606 1.5467 -5.2454 -0.083 0.048 0.013 0.381
H 3.0547 0.1258 -5.3423 -0.047 -0.034 0.127 0.305
H 0.9326 1.7665 -3.3622 0.042 -0.295 0.079 0.366
H 0.8001 1.7297 -0.9066 0.559 -0.090 -0.189 0.612
H 1.3615 3.7204 0.2880 -0.433 -0.573 -0.005 0.536
H -0.8112 4.1651 1.3903 0.447 -0.266 0.418 0.335
C 5.3726 0.0516 5.0046 0.171 0.202 -0.056 -0.522
C 4.4060 0.9920 5.3786 0.254 -0.250 0.071 -0.729
C 4.1773 2.1159 4.5924 0.178 -0.456 -0.257 -0.188
C 4.8890 2.2452 3.4026 -0.226 0.311 -0.153 0.219
C 4.6238 3.4275 2.5251 -1.153 -0.172 -0.364 -0.085
C 5.7845 4.3930 2.4582 1.012 0.985 -0.297 -0.742
C 6.0648 4.6994 0.9670 0.458 0.844 0.092 -0.689
C 5.2374 3.7356 0.1284 -0.377 -0.757 -0.197 -0.413
N 4.2533 3.0275 1.0687 -3.028 2.910 -0.748 -0.303
C 5.8812 1.3408 3.0227 -0.516 -0.098 0.383 -0.292
C 6.1363 0.2504 3.8485 -0.028 0.030 -0.210 -0.733
H 5.5615 -0.8296 5.6200 -0.106 0.319 -0.130 0.426
H 3.8359 0.8491 6.2899 0.070 -0.029 -0.053 0.421
H 3.4192 2.8537 4.8611 0.227 -0.214 -0.046 0.450
H 3.7259 3.9827 2.8258 0.256 -0.386 0.469 0.544
H 5.5754 5.3248 3.0048 -0.252 -0.315 -0.252 0.362
H 6.6986 4.0413 2.9453 -0.306 -0.478 -0.128 0.403
H 5.8360 5.7584 0.7432 -0.260 -0.590 0.021 0.265
H 7.1352 4.6305 0.7165 -0.383 -0.278 0.201 0.306
H 4.5860 4.2703 -0.5481 0.258 0.011 -0.564 0.325
H 5.8596 3.0278 -0.4325 -0.321 0.000 0.243 0.404
H 3.3251 3.6015 0.8639 2.817 -0.941 0.910 0.256
H 6.3947 1.4884 2.0685 0.068 -0.111 0.373 0.401
H 6.9357 -0.4286 3.5624 -0.240 -0.086 0.195 0.396
```
Positions in Å, forces in eV/Å.

[3]
Entry from the Open Molecules 2025 dataset: a 2-piece molecular cluster, C2H4N2O2 overall in a non-equilibrium geometry (ωB97M-V with the def2-TZVPD basis set).

Output
net charge	-2
E_HOMO	1.596	eV
frontier orbital gap	6.056	eV

Structure (XYZ):
```
10
Properties=species:S:1:pos:R:3:forces:R:3:mulliken_charge:R:1
C -0.6645 -0.5074 -0.0757 -2.469 -0.583 0.448 -0.237
C 1.9998 0.3399 0.2812 0.687 2.912 -1.367 -0.210
N -1.9137 -0.3448 -0.2449 -2.158 1.649 -1.937 0.360
N -2.9627 0.2215 -0.7886 1.491 -1.471 2.259 -0.512
O -4.0360 0.2971 0.0022 0.965 0.072 -0.674 -0.662
O 2.9724 0.2768 -0.6465 1.313 -0.251 -0.326 -0.941
H -0.5929 -1.6200 -0.1249 0.747 -0.089 -0.090 0.002
H 1.7768 -0.6779 0.6392 -0.782 0.344 0.632 0.077
H 1.1156 0.9137 -0.2357 0.791 -1.279 1.626 0.072
H 2.3051 1.1011 1.1936 -0.585 -1.302 -0.571 0.051
```
Positions in Å, forces in eV/Å.

[4]
Entry from the Open Molecules 2025 dataset: a 7-piece molecular cluster, C23H47Cl12N2PS2 overall in a non-equilibrium geometry (ωB97M-V with the def2-TZVPD basis set).

Output
E_HOMO	-8.010	eV
structure (SMILES)	CCN(CC)C(=S)SCCCPN=C(C)C.ClCCCl.ClCCCl.ClCCCl.ClCCCl.ClCCCl.ClCCCl
frontier orbital gap	7.555	eV

Structure (XYZ):
```
87
Properties=species:S:1:pos:R:3:forces:R:3:mulliken_charge:R:1
C 4.3038 -1.3535 -1.2520 0.141 0.365 -0.759 -1.109
C 3.7775 -0.5233 -2.4884 0.973 -0.426 0.800 -0.567
N 2.3059 -0.5383 -2.6306 0.303 0.873 -1.291 0.252
C 1.7699 -1.8953 -2.9192 -0.894 -0.469 0.541 -0.408
C 0.7342 -2.0004 -4.0835 0.441 -1.109 -0.186 -0.816
C 1.9864 0.4479 -3.6418 -0.726 0.197 -0.905 -0.025
S 2.6902 0.5596 -5.1519 -0.371 0.050 1.648 -0.162
S 0.7457 1.7499 -3.2566 0.442 -0.649 -0.094 -0.319
C -0.8458 0.9296 -2.8248 -0.408 -0.867 -0.615 -0.346
C -1.8927 1.9377 -2.2076 1.202 -1.148 0.067 -1.074
C -2.7685 1.1322 -1.1641 -0.706 0.583 -0.911 -0.043
P -4.2991 0.5556 -2.1373 0.153 1.929 -0.331 -0.155
N -3.6422 -0.3761 -3.4861 -0.488 -1.745 1.848 -0.542
C -3.4719 -1.6378 -3.2461 0.289 0.012 -1.057 0.907
C -3.2709 -2.5588 -4.5048 0.635 0.794 1.268 -0.592
C -3.3952 -2.3442 -1.8622 -0.546 -0.493 -0.931 -1.272
H 4.3673 -0.6895 -0.3657 -0.086 -0.680 -0.392 0.294
H 3.6975 -2.2604 -1.0423 0.244 0.716 -0.059 0.326
H 5.3218 -1.7195 -1.5409 -0.718 0.392 0.524 0.315
H 4.0706 0.5484 -2.3541 -0.109 -0.916 -0.135 0.424
H 4.3184 -0.9248 -3.3899 -0.755 0.410 0.460 0.372
H 2.6299 -2.5965 -3.0541 -0.684 0.469 -0.268 0.379
H 1.2435 -2.2340 -1.9856 0.480 0.222 -0.727 0.179
H -0.1619 -1.3539 -3.9761 0.787 -0.204 -0.034 0.011
H 1.2194 -1.8632 -5.0788 -0.513 0.142 0.791 0.271
H 0.3580 -3.0588 -4.0815 0.288 0.833 0.077 0.379
H -1.2767 0.5442 -3.7852 0.464 0.304 0.795 0.461
H -0.6719 0.0226 -2.1894 -0.007 0.975 -0.230 0.254
H -2.4971 2.3243 -3.0615 0.335 -0.031 0.856 0.461
H -1.3062 2.7589 -1.7266 -0.779 -0.521 -0.197 0.439
H -2.2086 0.2976 -0.6978 -0.249 0.775 -0.113 0.345
H -3.1344 1.8799 -0.4258 0.189 -0.881 -0.186 -0.155
H -5.0678 -0.2695 -1.2469 0.874 -0.461 -0.150 0.051
H -2.1934 -2.8682 -4.4792 -0.911 -0.074 -0.184 -0.034
H -3.9237 -3.4536 -4.4236 0.462 0.495 -0.210 0.196
H -3.4451 -1.9505 -5.4165 -0.038 -0.545 0.606 0.320
H -3.0418 -1.7044 -1.0312 -0.296 -0.315 -0.617 0.346
H -4.4205 -2.7401 -1.6378 0.845 0.348 0.041 0.343
H -2.7411 -3.2378 -1.9757 -0.334 0.610 0.145 0.334
Cl -3.0998 3.0554 2.1128 -0.065 0.000 -0.060 -0.230
C -1.7356 2.4525 3.0914 0.088 0.014 -0.039 -0.449
C -0.4131 2.5907 2.3683 -0.019 0.071 0.163 -0.387
Cl -0.2804 1.4901 0.9693 0.080 0.055 0.043 -0.127
H -1.9413 1.4163 3.3568 -0.002 0.042 -0.095 0.324
H -1.7215 3.0409 4.0052 -0.008 0.041 -0.108 0.326
H 0.4029 2.3384 3.0427 -0.052 -0.021 -0.039 0.210
H -0.2582 3.6080 2.0116 -0.085 -0.077 -0.055 0.346
Cl -2.3154 3.5605 7.5813 -0.039 0.007 -0.055 -0.207
C -0.9910 2.4900 8.1101 0.146 -0.140 -0.097 0.259
C 0.2675 2.7004 7.3001 -0.130 -0.036 0.201 -0.588
Cl 0.0812 2.1435 5.6178 0.095 -0.110 0.195 -0.186
H -1.3431 1.4596 8.0452 0.080 0.442 -0.197 -0.288
H -0.7974 2.7200 9.1587 0.045 0.045 -0.056 0.351
H 1.0864 2.1283 7.7331 -0.063 -0.018 -0.040 0.374
H 0.5591 3.7456 7.2768 -0.099 -0.072 -0.145 0.213
Cl -2.7630 -0.9998 6.1482 0.053 0.047 0.025 -0.126
C -2.6966 -2.1746 7.4859 -0.024 -0.110 0.046 -0.529
C -3.0706 -1.5474 8.8094 -0.156 -0.216 -0.010 -0.434
Cl -1.8442 -0.3795 9.3632 -0.103 -0.329 0.239 -0.181
H -1.6941 -2.5990 7.5137 -0.026 0.110 0.008 0.304
H -3.3995 -2.9718 7.2443 -0.029 0.070 0.050 0.339
H -3.1452 -2.3182 9.5764 0.071 0.001 -0.056 0.328
H -4.0271 -1.0305 8.7513 0.110 0.058 -0.056 0.311
Cl 2.5189 4.2566 8.9057 0.227 0.112 0.227 -0.157
C 3.9694 4.9046 8.0981 0.187 0.138 -0.098 -0.428
C 3.7372 5.1611 6.6248 0.069 0.105 0.041 -0.541
Cl 3.5305 3.6518 5.6986 -0.055 0.015 0.068 -0.165
H 4.7857 4.2021 8.2581 -0.113 -0.037 -0.049 0.324
H 4.2194 5.8393 8.5999 -0.065 -0.005 -0.061 0.303
H 4.6001 5.6756 6.2022 0.008 -0.049 0.070 0.368
H 2.8564 5.7802 6.4602 0.002 -0.099 0.046 0.320
Cl 7.9905 1.5992 -7.2299 0.048 -0.011 -0.001 -0.202
C 6.7664 0.8758 -6.1549 -0.180 -0.041 0.073 -0.377
C 6.6304 1.6346 -4.8538 -0.202 -0.029 -0.060 0.103
Cl 8.0746 1.4639 -3.8228 0.039 0.016 0.018 -0.197
H 7.0394 -0.1645 -5.9845 0.070 0.093 0.028 0.343
H 5.8197 0.8960 -6.6947 0.009 0.066 0.078 0.212
H 5.7866 1.2430 -4.2846 0.025 -0.065 -0.088 -0.241
H 6.4615 2.6965 -5.0256 0.106 -0.057 -0.030 0.346
Cl -5.3132 -6.1229 -5.0719 0.022 0.035 0.039 -0.189
C -5.1326 -5.5268 -6.7417 -0.027 0.028 -0.177 -0.495
C -3.8621 -6.0274 -7.3916 -0.117 -0.040 -0.107 -0.446
Cl -2.4072 -5.3113 -6.6553 0.038 -0.033 0.010 -0.149
H -5.1662 -4.4384 -6.7168 0.077 -0.063 0.059 0.317
H -5.9978 -5.8834 -7.3005 0.067 -0.045 0.013 0.349
H -3.8538 -5.7502 -8.4457 -0.037 0.057 0.060 0.289
H -3.7771 -7.1108 -7.3232 0.000 0.073 0.097 0.324
```
Positions in Å, forces in eV/Å.